No. 1
{"formula": "C5H6O", "method": "ωB97M-V with the def2-TZVPD basis set", "elements": ["H", "H", "H", "C", "O", "C", "H", "H", "H", "C", "C", "C"], "coordinates": [[0.625, -0.038, -1.832], [-1.119, 1.283, -0.893], [1.827, -0.938, -0.855], [0.856, -0.436, -0.838], [-0.391, -2.494, -0.147], [0.597, 0.552, 0.310], [-1.053, 1.917, 0.818], [-1.062, -0.395, 1.753], [1.358, 0.929, 0.982], [-0.228, -1.301, -0.172], [-0.742, 1.146, 0.119], [-0.669, -0.224, 0.756]], "forces_ev_per_a": [[0.1, -0.1, 0.2], [0.0, -0.1, 0.2], [-0.1, 0.1, 0.1], [0.1, 0.0, -0.1], [0.0, 0.5, -0.1], [0.2, 0.2, 0.0], [0.1, -0.1, -0.1], [0.1, 0.0, -0.1], [-0.1, 0.0, -0.1], [-0.1, -0.3, 0.0], [-0.1, 0.1, -0.1], [-0.1, -0.2, 0.2]], "homo_energy_ev": -9.52, "smiles": "O=C1C[C@H]2C[C@@H]12", "charge": 0, "e_above_lowest_kj_mol": 128.2, "total_energy_ev": -7327.9561}

No. 2
{"formula": "C27H36Cl7CsIKN2NaO13", "method": "ωB97M-V with the def2-TZVPD basis set", "elements": ["H", "Cs", "O", "H", "O", "K", "C", "C", "H", "C", "Cl", "H", "H", "Na", "Cl", "H", "C", "C", "H", "C", "H", "H", "H", "H", "H", "C", "H", "C", "H", "H", "C", "O", "H", "Cl", "O", "C", "C", "H", "H", "N", "O", "H", "O", "H", "H", "I", "C", "C", "H", "Cl", "H", "H", "O", "O", "H", "C", "N", "O", "H", "C", "H", "C", "C", "H", "C", "H", "Cl", "H", "C", "H", "H", "Cl", "O", "C", "H", "C", "H", "O", "H", "C", "C", "C", "C", "O", "C", "O", "H", "C", "Cl"], "coordinates": [[-5.013, -4.486, -0.528], [-2.869, 1.580, -4.949], [0.428, -2.865, 3.423], [3.380, 4.299, -3.336], [-1.917, 1.046, 2.397], [4.970, 0.065, 0.592], [-0.776, -0.898, 2.867], [-2.611, 3.610, -0.802], [-4.738, 3.801, -1.159], [1.678, 4.001, -2.078], [8.041, -4.873, 1.504], [2.500, 1.683, -2.204], [-1.292, 2.438, -3.101], [1.845, -2.259, 4.539], [-3.574, 7.012, 3.331], [-7.475, -5.189, -3.209], [-5.554, -4.420, -1.480], [2.939, -5.637, 0.445], [-1.656, -1.186, 3.431], [3.408, 2.221, -2.525], [4.741, -4.615, -0.270], [-4.979, 5.226, 3.909], [2.188, 0.281, 0.691], [1.987, 4.968, -0.286], [-7.307, -6.494, -1.963], [-4.127, 2.174, -2.427], [6.483, -1.338, 8.185], [-5.276, -3.052, -2.079], [-4.191, -2.935, -2.192], [5.846, 0.332, 8.157], [-0.700, 3.195, -2.566], [5.233, -1.913, 5.996], [6.969, -0.212, 6.878], [-5.563, 5.677, 1.683], [-5.838, -2.922, -3.367], [6.174, -0.508, 7.556], [4.603, 1.688, -1.677], [-8.688, -5.372, -1.909], [-5.190, -5.218, -2.133], [4.678, 2.234, -0.275], [3.979, -0.389, 6.842], [3.259, 2.488, -4.420], [2.410, -6.106, 1.473], [5.017, -5.757, 1.061], [5.543, 1.873, -2.223], [-4.396, 0.552, -0.981], [-1.202, 3.806, -1.481], [1.250, 4.621, -1.004], [-2.758, 4.489, -0.160], [-8.057, -4.685, -5.060], [-7.518, -2.285, -4.322], [-3.821, 4.360, -2.544], [3.663, 1.823, -3.860], [0.961, 3.260, -4.199], [-5.152, 2.257, -2.951], [8.590, -3.229, 1.777], [5.031, -0.975, 6.729], [2.512, -5.606, -0.729], [3.778, 4.228, -1.627], [-3.851, 3.577, -1.769], [4.476, 0.552, -1.601], [0.242, 0.851, 1.305], [-0.902, 0.382, 2.211], [-6.806, -1.103, -3.195], [1.504, -1.214, 2.026], [5.447, 1.699, 0.178], [-3.278, 4.195, 2.682], [-3.383, 1.894, -3.251], [-7.036, -2.171, -3.355], [4.253, -4.183, 1.384], [-5.632, -2.256, -1.412], [7.984, -2.152, 0.505], [2.603, -1.789, 1.962], [4.328, -5.006, 0.665], [5.021, 3.186, -0.268], [-7.623, -5.453, -2.126], [-2.578, 2.751, -0.112], [0.109, 1.922, 0.672], [9.671, -3.216, 1.741], [0.667, 3.465, -3.076], [-0.256, 4.798, -0.799], [3.166, 3.756, -2.404], [-4.419, 5.488, 3.021], [-0.623, 5.672, -0.120], [1.333, 0.012, 1.298], [-6.927, -4.605, -1.186], [-7.724, -2.519, -2.583], [0.310, -1.744, 2.848], [8.079, -2.653, 3.368]], "forces_ev_per_a": [[0.1, 0.0, 0.0], [1.5, -1.4, -5.4], [-1.4, -0.2, -0.8], [0.2, -0.4, 0.1], [0.1, 0.7, -0.5], [-1.3, -4.8, 2.1], [-0.3, 0.0, 0.3], [0.6, 1.1, -1.2], [0.3, -0.1, -0.1], [0.9, -0.6, -1.2], [0.0, 0.2, 0.0], [0.2, 0.3, 0.3], [0.6, 0.5, 0.4], [2.1, 0.2, 1.2], [-0.1, 0.0, 0.0], [0.0, -0.1, 1.3], [-0.3, 0.1, 0.4], [-0.2, 0.0, -0.1], [0.1, -0.1, 0.0], [0.2, -0.1, 0.4], [0.0, 0.0, 0.0], [0.0, 0.0, 0.0], [0.1, 0.2, -0.2], [-0.6, 0.3, 0.2], [-0.1, 0.0, 0.0], [-1.1, 0.7, -0.5], [0.1, 0.0, -0.1], [0.2, -0.4, -0.3], [0.1, 0.0, 0.1], [-0.1, 0.0, 0.0], [-0.8, 0.0, 0.5], [0.0, -0.3, -0.3], [0.0, -0.1, 0.0], [-0.1, 0.0, 0.0], [0.0, 0.4, 0.1], [0.1, 0.2, 0.2], [-0.1, -0.4, 0.0], [0.0, 0.1, 0.1], [0.0, 0.1, -0.1], [1.0, -0.2, -0.5], [-0.4, 0.1, 0.0], [-0.2, -0.1, -0.3], [0.0, -0.1, 0.1], [0.0, 0.0, 0.1], [-0.4, -0.1, 0.0], [0.4, 0.7, -0.8], [-0.6, -0.4, 0.6], [-0.9, -0.3, 0.2], [0.2, -0.2, -0.2], [-0.4, 0.1, -1.3], [0.0, -0.2, 0.0], [0.3, -0.2, 0.1], [0.5, 0.1, 0.1], [0.9, -0.8, -3.4], [1.5, -0.3, 0.6], [-0.2, -0.4, 0.2], [0.2, 0.1, 0.2], [0.0, 0.0, -0.1], [-0.2, -0.1, -0.1], [0.5, -1.4, 0.6], [0.1, 1.6, -0.5], [-0.8, 0.7, 0.0], [-0.4, -0.9, 0.7], [0.0, 0.0, 0.2], [-0.2, 1.6, -1.3], [-0.3, 3.4, -1.2], [-0.1, 0.0, 0.1], [-2.5, 1.2, 6.2], [0.0, 0.2, -0.3], [0.0, -0.1, 0.1], [-0.1, -0.1, 0.0], [0.0, 0.2, -0.1], [0.5, -0.5, 1.0], [0.5, 0.3, -0.1], [-0.2, 0.2, -0.2], [0.5, -0.1, -0.2], [0.2, 0.1, -0.4], [0.1, 0.0, -0.2], [0.0, 0.1, 0.0], [-0.6, 0.7, 3.5], [2.1, -2.6, -1.3], [-1.2, 0.0, 0.2], [0.3, -0.2, -0.1], [-1.7, 2.7, 2.0], [0.9, -0.9, 0.3], [-0.1, 0.0, -0.3], [0.0, 0.0, 0.0], [-0.3, 0.1, -0.9], [0.0, 0.1, 0.0]], "homo_energy_ev": -3.74, "charge": -1, "total_energy_ev": -175217.9057}

No. 3
{"formula": "C12H7ClFN3", "method": "ωB97M-V with the def2-TZVPD basis set", "elements": ["C", "C", "C", "H", "C", "C", "H", "C", "Cl", "H", "C", "N", "H", "C", "N", "C", "C", "H", "C", "H", "F", "N", "C", "H"], "coordinates": [[2.107, 0.006, 0.270], [-0.043, 0.080, -1.006], [-0.655, -1.006, -3.086], [2.517, 0.082, 3.744], [2.844, -0.071, 1.538], [0.622, 0.134, 2.665], [-0.563, -1.773, -3.864], [-1.467, 0.369, 2.968], [-2.908, -0.731, -4.274], [3.941, -0.056, 1.457], [-1.784, -0.257, -3.157], [-1.427, 0.158, 1.643], [2.658, -0.036, -0.639], [2.104, 0.060, 2.699], [-0.269, 0.400, 3.597], [0.700, 0.060, 0.325], [0.281, -0.764, -2.074], [-2.269, 0.409, 3.606], [-1.182, 0.845, -1.112], [-2.974, 1.394, -2.255], [1.202, -1.794, -1.989], [-0.065, 0.109, 1.508], [-2.089, 0.730, -2.176], [-1.281, 1.655, -0.383]], "forces_ev_per_a": [[-1.9, -0.4, 3.4], [1.3, -1.1, 1.1], [1.2, 0.2, -0.4], [-0.3, 0.0, -1.4], [-1.6, 1.0, -0.5], [1.1, 1.1, 0.1], [0.5, 0.1, 0.7], [2.7, -0.5, -0.9], [-1.8, -0.2, -1.8], [-0.6, -0.2, 0.6], [-0.2, 1.6, 2.5], [1.0, 0.6, 1.4], [-0.1, 0.0, -0.7], [-0.5, -0.3, 0.7], [-0.2, -0.5, 1.5], [0.8, 0.0, -2.6], [-1.2, -2.3, 0.3], [-2.4, 0.3, 0.6], [-1.1, 1.5, -1.1], [0.7, -0.7, 0.1], [0.0, 1.5, 0.3], [2.2, -0.9, -3.4], [0.8, -0.1, -0.1], [-0.5, -0.5, -0.2]], "homo_energy_ev": -8.59, "smiles": "Fc1cc(Cl)ccc1-c1cccc2ncnn12", "charge": 0, "e_above_lowest_kj_mol": 14.8, "total_energy_ev": -32266.2134}

No. 4
{"formula": "C7H15FN2", "method": "ωB97M-V with the def2-TZVPD basis set", "elements": ["H", "N", "H", "C", "H", "H", "F", "C", "C", "H", "N", "C", "C", "H", "H", "H", "H", "C", "H", "H", "H", "H", "H", "C", "H"], "coordinates": [[-2.529, -1.285, -1.077], [3.510, 0.026, -0.478], [4.072, 0.414, 0.386], [1.156, -0.218, -0.094], [-0.257, -1.727, -0.745], [-0.847, 0.922, 2.368], [1.198, 1.645, -1.712], [0.514, 1.246, -0.605], [-1.570, 0.440, 1.640], [3.383, 0.735, -1.280], [-2.558, -0.817, -0.138], [-1.009, 1.078, -0.845], [2.377, -0.763, -0.025], [-1.732, -0.553, 2.079], [0.684, 1.915, 0.227], [-2.733, -1.497, 0.581], [-1.592, 1.996, -0.605], [-1.251, -0.011, 0.263], [-1.466, 0.663, -1.836], [2.618, -1.864, 0.179], [-0.263, -1.535, 1.060], [4.134, -0.698, -0.806], [-3.289, -0.145, -0.138], [-0.144, -0.999, 0.079], [-2.406, 1.035, 1.519]], "forces_ev_per_a": [[0.1, 0.5, 1.0], [2.3, 1.0, 1.1], [-1.3, -0.2, -2.1], [-2.3, 0.3, -0.8], [-0.1, 0.5, 0.2], [-0.4, -0.3, -1.6], [0.3, 0.4, -0.1], [1.3, -1.8, -0.2], [2.1, -1.5, 1.4], [-0.1, -1.0, 1.7], [1.6, 0.3, -1.0], [-1.1, -1.1, 0.6], [-2.1, -0.1, -0.4], [-0.7, 0.6, 0.9], [0.0, 0.6, 0.0], [-0.4, -0.7, 0.4], [0.7, -0.4, -0.3], [-0.6, 0.4, -3.5], [1.8, 0.9, 1.3], [-0.5, 1.9, -0.1], [1.1, -0.4, -0.9], [0.8, 0.0, -0.7], [-1.3, 0.6, -0.1], [0.8, -1.4, 2.4], [-2.0, 1.2, 0.6]], "homo_energy_ev": -18.21, "smiles": "C[C@]1([NH3+])C/C(=C/[NH3+])[C@@H](F)C1", "charge": 2, "e_above_lowest_kj_mol": 0.0, "total_energy_ev": -13181.5867}

No. 5
{"formula": "C23H31N3O5S", "method": "ωB97M-V with the def2-TZVPD basis set", "elements": ["H", "H", "C", "C", "H", "C", "H", "H", "H", "H", "C", "H", "H", "O", "C", "O", "N", "H", "C", "H", "H", "H", "S", "C", "C", "C", "O", "C", "C", "H", "O", "C", "N", "C", "C", "H", "H", "C", "H", "H", "H", "H", "H", "H", "C", "C", "H", "H", "C", "N", "C", "H", "H", "C", "C", "H", "H", "O", "H", "C", "H", "C", "H"], "coordinates": [[6.048, 1.447, -1.438], [0.523, 0.244, -2.212], [-3.178, 3.711, 2.353], [0.580, -0.906, -3.964], [0.756, -3.217, -1.167], [1.420, -2.155, -3.590], [-0.214, -1.183, -4.660], [-4.420, 0.373, 0.820], [5.666, 0.065, -2.496], [-0.946, 3.922, 4.130], [-1.873, 3.363, 4.297], [0.730, -3.014, -3.496], [4.053, -3.666, -4.970], [-1.917, -1.602, -2.912], [-1.215, -0.817, -2.307], [3.662, -0.845, 1.439], [2.442, -2.408, -4.603], [4.541, 1.449, -2.387], [-3.396, 4.887, 3.318], [3.336, -2.488, 2.666], [-2.723, 5.708, 3.066], [-4.420, 5.251, 3.287], [-2.908, 1.213, 3.131], [5.245, 0.823, -1.827], [3.102, -1.250, 0.267], [-0.658, 0.048, 0.011], [-2.157, 0.511, 4.131], [3.090, -0.974, -2.133], [2.081, -2.177, 0.147], [1.230, -0.156, -4.417], [4.639, 0.240, -0.701], [-3.015, 4.301, 4.678], [-2.288, 2.774, 3.031], [-3.376, 0.282, 0.567], [1.871, -2.607, -5.922], [-0.373, 0.742, 2.031], [3.471, -0.535, -3.041], [1.561, -2.500, -1.101], [2.672, -4.489, -4.209], [2.120, -1.185, 2.790], [1.670, -2.655, 1.021], [2.676, -2.856, -6.613], [1.130, -3.420, -5.942], [-2.717, 5.059, 5.399], [-1.076, 0.493, 1.253], [-2.959, -0.172, -0.672], [3.697, -3.393, -3.259], [-3.844, 3.721, 5.084], [3.182, -1.404, 2.637], [-0.058, -0.322, -2.808], [2.052, -1.900, -2.242], [-1.690, 2.564, 5.013], [1.397, -1.692, -6.268], [-1.601, -0.278, -0.962], [3.626, -0.649, -0.902], [-3.671, -0.457, -1.430], [-4.117, 3.198, 2.133], [-4.343, 1.202, 3.224], [3.764, -0.938, 3.431], [3.254, -3.555, -4.239], [0.398, -0.078, -0.175], [-2.427, 0.612, 1.515], [-2.720, 4.028, 1.411]], "forces_ev_per_a": [[0.0, 0.0, -0.1], [-0.1, 0.0, 0.0], [-0.4, 0.3, -0.7], [-0.1, -0.3, -0.1], [-0.1, -0.1, 0.0], [0.0, 0.2, 0.0], [0.1, 0.1, 0.0], [-0.1, 0.0, 0.0], [0.0, 0.0, 0.0], [0.0, -0.1, 0.1], [0.2, 0.1, 0.7], [0.1, 0.1, 0.0], [0.0, -0.1, 0.0], [-0.2, -0.3, -0.1], [0.1, 0.4, 0.0], [0.1, 0.1, -0.4], [-0.1, 0.0, 0.1], [0.0, 0.0, 0.0], [0.0, -0.1, 0.1], [0.0, 0.0, 0.0], [0.0, 0.0, 0.0], [0.0, 0.1, -0.1], [0.3, 0.2, -0.4], [0.1, 0.1, -0.2], [0.1, 0.1, 0.1], [-0.1, 0.0, 0.0], [0.2, 0.1, 0.0], [0.1, 0.1, 0.1], [0.2, 0.1, 0.2], [0.0, 0.0, 0.0], [-0.3, -0.3, 0.3], [0.1, 0.0, -0.1], [-0.2, -1.1, 0.1], [-0.1, 0.0, 0.1], [0.0, 0.1, 0.0], [0.2, 0.0, 0.0], [0.1, 0.1, -0.1], [0.1, 0.1, -0.3], [0.0, 0.0, 0.0], [0.0, 0.0, 0.0], [0.0, 0.0, 0.1], [0.0, 0.0, -0.1], [0.0, 0.0, 0.0], [0.0, 0.0, 0.1], [0.1, 0.0, 0.0], [0.2, -0.1, -0.1], [0.1, -0.1, 0.0], [0.0, 0.0, 0.1], [-0.1, -0.1, 0.2], [0.1, 0.2, -0.1], [-0.1, -0.3, 0.2], [0.1, 0.2, 0.1], [-0.1, 0.0, -0.1], [-0.3, -0.1, 0.3], [0.1, 0.2, 0.2], [-0.1, 0.0, 0.0], [0.0, 0.2, -0.1], [0.0, 0.1, -0.2], [-0.1, -0.1, 0.0], [0.1, 0.0, 0.0], [0.1, 0.0, 0.0], [-0.2, 0.2, 0.4], [-0.1, 0.0, 0.0]], "homo_energy_ev": -8.27, "smiles": "COc1ccc([C@@H](CNC(=O)c2ccc(S(=O)(=O)N3CCCC3)cc2)N(C)C)cc1OC", "charge": 0, "e_above_lowest_kj_mol": 352.5, "total_energy_ev": -49896.3521}